{"formula": "C5H8O3Zn", "method": "wB97M-V/def2-TZVPD", "spin_multiplicity": 2, "homo_lumo_gap_ev": [9.1, 9.3], "charge": 1, "homo_energy_ev": [-12.684, -14.895], "largest_force_ha_per_bohr": 0.115, "s2": 0.751, "lumo_energy_ha": [-0.1320, -0.2068], "species": ["O", "C", "C", "O", "C", "O", "Zn", "C", "C", "H", "H", "H", "H", "H", "H", "H", "H"], "xyz": [[-0.29002, -0.55940, 1.22940], [-1.38076, 0.57902, 0.49338], [-0.47627, 1.03536, -0.64252], [0.78165, 0.38196, -0.45924], [0.79047, -0.48846, 0.57385], [1.71265, -1.31609, 0.52751], [2.84810, -1.11644, -0.90199], [-2.83943, 0.53728, 0.28446], [-2.73558, -0.94904, -0.07872], [-1.16878, 1.12037, 1.42382], [-0.29326, 2.11252, -0.57203], [-0.87582, 0.78097, -1.63164], [-3.40015, 0.70374, 1.20838], [-3.14360, 1.15672, -0.56653], [-3.41547, -1.55178, 0.53013], [-1.71165, -1.40050, 0.06782], [-2.83830, -1.09707, -1.16050]]}